# C43H53BClHfN9O10

C43H53BClHfN9O10 as an isolated structure at a distorted geometry (the ωB97M-V functional and the def2-TZVPD basis, the Open Molecules 2025 dataset).

Each line ends with the Löwdin charge.
Cartesian coordinates (Å):
1 Hf -0.506 -0.935 0.082  1.74
2 C 0.695 4.759 0.031  0.00
3 C 0.265 3.460 -0.567  -0.24
4 C -0.056 3.250 -1.884  0.03
5 C -0.364 1.891 -2.005  -0.21
6 N -0.227 1.301 -0.806  0.04
7 N 0.146 2.281 0.076  0.04
8 B 0.546 2.099 1.553  -0.49
9 N 1.784 1.228 1.696  0.03
10 N 1.878 -0.098 1.397  0.10
11 C 3.139 -0.457 1.725  -0.20
12 C 3.839 0.663 2.200  0.03
13 C 2.954 1.707 2.170  -0.25
14 C 3.225 3.115 2.589  -0.01
15 C 3.737 -1.851 1.746  -0.43
16 C 3.077 -2.718 2.876  -0.19
17 C 3.668 -2.522 0.368  -0.03
18 C 5.231 -1.768 2.090  -0.07
19 N -0.666 1.723 2.493  0.13
20 N -1.292 0.526 2.663  -0.08
21 C -2.347 0.646 3.492  -0.11
22 C -2.382 1.995 3.856  0.04
23 C -1.341 2.631 3.227  -0.24
24 C -1.020 4.083 3.317  0.00
25 C -3.369 -0.350 3.993  -0.53
26 C -3.253 -1.730 3.383  -0.05
27 C -4.756 0.210 3.639  -0.03
28 C -3.207 -0.457 5.517  -0.03
29 C -0.814 1.328 -3.343  -0.52
30 C 0.309 1.563 -4.365  -0.03
31 C -2.074 2.103 -3.763  -0.03
32 C -1.165 -0.153 -3.358  -0.04
33 H 0.645 5.525 -0.740  0.09
34 H 1.723 4.703 0.389  0.07
35 H 0.064 5.063 0.863  0.06
36 H -0.065 4.000 -2.656  0.12
37 H 0.839 3.176 1.945  0.09
38 H 4.865 0.716 2.517  0.11
39 H 4.251 3.176 2.945  0.09
40 H 2.561 3.430 3.394  0.08
41 H 3.112 3.810 1.757  0.07
42 H 1.415 -1.690 2.909  0.02
43 H 3.807 -2.864 3.673  0.12
44 H 2.843 -3.707 2.457  0.12
45 H 2.653 -2.674 0.044  0.05
46 H 4.164 -3.495 0.403  0.10
47 H 4.184 -1.902 -0.368  0.08
48 H 5.394 -1.315 3.068  0.08
49 H 5.772 -1.192 1.337  0.09
50 H 5.648 -2.776 2.109  0.09
51 H -3.099 2.456 4.512  0.12
52 H -1.658 4.528 4.077  0.09
53 H -1.216 4.586 2.371  0.08
54 H 0.022 4.250 3.589  0.08
55 H -3.313 -1.676 2.303  0.06
56 H -4.074 -2.358 3.735  0.10
57 H -2.315 -2.199 3.668  0.07
58 H -4.847 0.324 2.556  0.09
59 H -4.937 1.176 4.112  0.08
60 H -5.525 -0.487 3.975  0.09
61 H -2.220 -0.852 5.763  0.09
62 H -3.961 -1.141 5.907  0.09
63 H -3.325 0.514 6.001  0.08
64 H 0.591 2.614 -4.425  0.08
65 H -0.021 1.239 -5.354  0.09
66 H 1.197 0.987 -4.093  0.08
67 H -1.890 3.175 -3.833  0.08
68 H -2.875 1.938 -3.039  0.08
69 H -2.412 1.749 -4.740  0.09
70 H -0.307 -0.764 -3.103  0.06
71 H -1.484 -0.434 -4.364  0.10
72 H -1.984 -0.362 -2.676  0.06
73 N -1.259 -2.603 -1.434  0.01
74 C -2.573 -3.040 -1.812  -0.23
75 C -2.685 -4.259 -2.473  -0.02
76 C -3.917 -4.837 -2.706  -0.08
77 C -5.055 -4.207 -2.226  -0.08
78 C -4.945 -2.977 -1.605  -0.04
79 C -3.713 -2.330 -1.433  -0.12
80 C -3.706 -0.915 -0.963  -0.20
81 C -4.825 -0.169 -1.367  -0.05
82 C -5.019 1.143 -0.985  -0.09
83 C -4.063 1.743 -0.187  -0.09
84 C -2.914 1.038 0.132  -0.14
85 C -2.652 -0.298 -0.238  -0.19
86 H -1.141 -3.101 -0.544  0.02
87 H -0.539 -2.992 -2.043  0.08
88 H -1.778 -4.769 -2.778  0.12
89 H -3.988 -5.785 -3.223  0.10
90 H -6.029 -4.666 -2.339  0.10
91 H -5.843 -2.504 -1.233  0.11
92 H -5.554 -0.619 -2.027  0.10
93 H -5.893 1.690 -1.316  0.10
94 H -4.185 2.765 0.155  0.10
95 H -2.182 1.605 0.691  0.07
96 O -1.789 -3.177 1.109  -0.64
97 Cl -0.424 -3.409 1.785  1.03
98 O 1.954 -2.176 3.544  -0.07
99 O -0.757 -0.553 2.080  -0.25
100 O 0.536 -2.625 0.807  -0.71
101 O 1.456 -2.840 -2.467  0.06
102 C 1.775 -1.718 -2.089  -0.60
103 O 1.153 -0.948 -1.270  -0.20
104 C 3.037 -1.091 -2.632  -0.11
105 C 3.814 -1.768 -3.557  0.09
106 C 4.955 -1.159 -4.052  -0.10
107 C 5.340 0.108 -3.650  0.09
108 C 4.546 0.761 -2.725  -0.10
109 C 3.401 0.180 -2.210  0.07
110 N 4.924 2.110 -2.285  -0.34
111 O 4.190 2.668 -1.493  0.08
112 O 5.948 2.584 -2.738  0.09
113 N 5.781 -1.868 -5.038  -0.35
114 O 5.436 -2.988 -5.356  0.09
115 O 6.759 -1.290 -5.471  0.09
116 H 3.527 -2.759 -3.880  0.14
117 H 6.227 0.573 -4.052  0.13
118 H 2.794 0.701 -1.482  0.13

## Properties
Molar mass, g mol⁻¹: 1080.71
Highest occupied orbital energy, eV: -8.4
LUMO, eV: -0.80